Molecular formula: C4H7NO2
Method: DFT, ωB97M-V/def2-TZVPD

The relative energy (zero: lowest compared OMol25 entry of this formula, charge and spin) is 34.2 kcal per mole. As for the SMILES: [H]/N=C/[C@H](C)OC=O. The value obtained for the gap between HOMO and LUMO is 10.84 eV. Its HOMO energy is -10.18 eV.

Last column: Mulliken charge in e.
CARTESIAN COORDINATES (ANGSTROEM)
H: 1.325 2.612 0.031  0.241
N: 1.258 1.604 -0.086  -0.510
C: 0.094 1.239 -0.435  -0.147
C: -0.202 -0.225 -0.691  0.312
C: -1.492 -0.725 -0.043  -1.234
O: 0.919 -1.040 -0.372  -0.399
C: 1.452 -0.895 0.862  0.227
O: 2.507 -1.373 1.158  -0.475
H: -0.743 1.929 -0.592  0.391
H: -0.307 -0.340 -1.778  0.258
H: -1.462 -0.664 1.049  0.304
H: -1.646 -1.771 -0.324  0.347
H: -2.356 -0.150 -0.393  0.381
H: 0.799 -0.357 1.571  0.305

Molecular formula: C6H10O
Method: DFT, ωB97M-V/def2-TZVPD

The relative energy (zero: lowest compared OMol25 entry of this formula, charge and spin) is 8.1 kcal per mole. As for the SMILES: C[C@H]1CC=CCO1. The value obtained for the gap between HOMO and LUMO is 10.50 eV. Its HOMO energy is -9.35 eV.

Last column: Mulliken charge in e.
CARTESIAN COORDINATES (ANGSTROEM)
C: -2.234 0.265 0.148  -1.427
C: -0.733 0.078 0.242  0.352
C: -0.115 -1.284 -0.100  -0.603
C: 1.390 -1.138 -0.036  -0.364
C: 1.973 0.058 -0.092  -0.303
C: 1.172 1.315 -0.298  -0.535
O: -0.166 1.045 -0.632  -0.416
H: -2.768 -0.290 0.925  0.371
H: -2.628 -0.012 -0.836  0.328
H: -2.424 1.332 0.298  0.351
H: -0.424 0.313 1.274  0.291
H: -0.431 -1.607 -1.102  0.295
H: -0.446 -2.061 0.603  0.323
H: 1.996 -2.035 0.092  0.364
H: 3.050 0.171 0.022  0.382
H: 1.204 1.937 0.615  0.262
H: 1.584 1.912 -1.121  0.329

Molecular formula: C6H11N2OPS
Method: DFT, ωB97M-V/def2-TZVPD

The relative energy (zero: lowest compared OMol25 entry of this formula, charge and spin) is 0.0 kcal per mole. As for the SMILES: C#C[C@H]1CN(C)[P@](=O)(NC)S1. The value obtained for the gap between HOMO and LUMO is 9.84 eV. Its HOMO energy is -9.20 eV.

Last column: Mulliken charge in e.
CARTESIAN COORDINATES (ANGSTROEM)
C: -1.286 -1.401 3.876  -0.023
C: -0.949 -0.684 2.954  -0.977
C: -0.508 0.045 1.753  0.331
C: 0.909 -0.402 1.336  -1.053
N: 1.091 -0.012 -0.057  0.056
C: 2.424 -0.365 -0.525  -0.851
P: -0.205 -0.373 -1.020  0.730
O: -0.282 -1.442 -1.961  -0.643
N: -0.347 1.186 -1.880  -0.406
C: -1.603 1.310 -2.712  -0.996
S: -1.726 -0.448 0.411  -0.245
H: -1.286 -2.069 4.621  0.504
H: -0.485 1.154 1.723  0.405
H: 1.539 0.209 2.003  0.370
H: 0.907 -1.464 1.383  0.550
H: 3.136 0.402 -0.359  0.260
H: 2.827 -1.242 0.071  0.301
H: 2.070 -0.639 -1.509  0.336
H: -0.499 2.010 -1.216  0.303
H: -1.738 0.514 -3.402  0.365
H: -2.485 1.497 -2.167  0.348
H: -1.504 2.215 -3.323  0.333